--- A ---
A cluster of 2 separate species, C4H11N2O2 in total. Source: the OMol25 dataset; level of theory: ωB97M-V/def2-TZVPD.

```
! RIJCOSX wB97M-V def2-TZVPD def2/J DEFGRID3
* xyz -1 1
C -0.80624 -0.09763 -0.03166
N 0.00294 -1.07619 -0.70434
C 1.02003 -0.37824 -1.65277
O 1.82449 -1.17032 -2.31452
C -0.21844 0.86788 1.07033
N 0.34102 0.40898 2.42000
C 1.12944 -0.78669 2.15322
O -2.29166 1.66106 -1.65866
H -1.60712 -0.72712 0.34361
H -1.20446 0.70910 -0.73078
H -0.56837 -1.73573 -1.27075
H 1.56528 0.22565 -0.86529
H 0.31775 0.15830 -2.36164
H -1.13846 1.33744 1.33528
H 0.38858 1.68036 0.56592
H 1.43429 -1.26847 3.04103
H 0.53255 -1.45030 1.47739
H 1.96367 -0.67917 1.37759
H -2.68530 2.32109 -2.19397
*
```

Calculated values
* E_HOMO: -3.80 eV
* M: 119.1 g/mol
* orbital gap: 4.06 eV


--- B ---
A structure of composition C4H11N2O2. Source: the OMol25 dataset; level of theory: ωB97M-V/def2-TZVPD.

```
! RIJCOSX wB97M-V def2-TZVPD def2/J DEFGRID3
* xyz -1 1
C 0.42018 -0.26134 0.85824
N 1.70323 -0.71550 0.32441
C 2.51625 0.50988 -0.16523
O 1.84453 1.30513 -1.07258
C -0.82258 -0.68419 0.01366
C -2.01341 0.20589 0.50927
O -3.04639 0.81063 -0.60363
N -0.39850 -0.60333 -1.36789
H 0.25832 -0.67299 1.87285
H 0.29942 0.75618 0.88329
H 1.46873 -1.25645 -0.46311
H 3.37988 -0.07527 -0.69435
H 2.70109 1.11359 0.77276
H -1.01437 -1.71101 0.38066
H -2.85916 -0.51048 0.82767
H -1.69531 0.80422 1.53850
H -1.88183 1.16004 -0.26394
H -1.22989 -0.30111 -1.88353
H 0.36978 0.12612 -1.46707
*
```

Calculated values
* E_HOMO: -3.17 eV
* M: 119.1 g/mol
* orbital gap: 6.53 eV


B is the most stable structure; the next one sits 205.1 kJ/mol above it.


--- A ---
A cluster of 2 separate species, C3H13N2Si in total. Source: the OMol25 dataset; level of theory: ωB97M-V/def2-TZVPD.

```
! RIJCOSX wB97M-V def2-TZVPD def2/J DEFGRID3
* xyz 1 1
C -0.92795 -1.23398 0.35394
C -2.02451 0.85860 0.64721
C -0.25811 0.49765 -1.25686
N 2.01350 0.15168 0.69127
N -0.76898 0.22275 0.13427
Si 2.60728 -0.38907 -0.83846
H -1.90299 -1.61519 0.16170
H -0.28570 -1.62951 -0.34408
H -0.63137 -1.42110 1.30924
H -2.88682 0.45837 0.09500
H -2.20522 0.58911 1.65699
H -2.00103 2.00707 0.52403
H -0.94655 -0.14488 -1.95293
H -0.36652 1.57694 -1.57708
H 1.86048 1.12740 0.77027
H 2.39892 -0.09978 1.57923
H 0.06878 0.43027 0.69384
H 3.17054 -1.76991 -0.54501
H 3.08625 0.38357 -2.10258
*
```

Calculated values
* E_HOMO: -12.23 eV
* M: 105.2 g/mol
* orbital gap: 7.73 eV


--- B ---
A cluster of 2 separate species, C3H13N2Si in total. Source: the OMol25 dataset; level of theory: ωB97M-V/def2-TZVPD.

```
! RIJCOSX wB97M-V def2-TZVPD def2/J DEFGRID3
* xyz 1 1
C -0.95888 -0.37643 -1.25956
C -1.66697 0.76818 0.60297
C 0.10271 1.64099 -0.90384
N 1.20430 -0.80035 1.39473
N -0.45658 0.46748 -0.20358
Si 2.22419 -2.09133 1.07235
H -1.64692 -0.03412 -1.96226
H -0.09717 -0.79708 -1.92788
H -1.34287 -1.38726 -0.98248
H -2.16190 1.58282 0.32162
H -2.21983 -0.16000 0.70180
H -1.34010 1.06964 1.59241
H 0.91866 1.13159 -1.49065
H -0.69826 1.88618 -1.72841
H 1.45955 -0.12540 2.10780
H 0.55356 -0.16072 0.59647
H 2.65475 -2.71431 -0.15832
H 3.01398 -2.40044 2.40948
H 0.45779 2.50055 -0.18264
*
```

Calculated values
* E_HOMO: -13.78 eV
* M: 105.2 g/mol
* orbital gap: 8.50 eV


B is the most stable structure; the next one sits 51.8 kJ/mol above it.


--- A ---
A cluster of 2 separate species, C8H12O2 in total. Source: the OMol25 dataset; level of theory: ωB97M-V/def2-TZVPD.

```
! RIJCOSX wB97M-V def2-TZVPD def2/J DEFGRID3
* xyz 0 1
C 2.30525 -1.35460 0.72144
C 0.81202 -1.15254 0.79888
C 0.15973 -1.06285 -0.43578
C -1.18012 -0.87807 -0.47956
C -1.90156 -0.81973 0.73508
O -3.14232 -0.35506 0.76395
C -1.21847 -0.95664 2.01399
C 0.13924 -1.23398 1.96087
H 2.57664 -0.57350 -0.02288
H 2.59907 -2.34495 0.29756
H 2.89232 -1.13031 1.64154
H 0.91687 -0.99933 -1.23111
H -1.72536 -0.71179 -1.39191
H -3.74143 -1.01293 0.46259
H -1.92925 -1.09997 2.94284
H 0.62357 -1.25886 2.89518
C 0.53268 3.03341 -2.13663
O -0.43903 2.11586 -1.87144
H 0.34448 3.95216 -1.48827
H 0.26632 3.29101 -3.13477
H 1.50596 2.57432 -2.13063
H -0.39662 1.97837 -0.91097
*
```

Calculated values
* E_HOMO: -8.48 eV
* M: 140.2 g/mol
* orbital gap: 9.32 eV


--- B ---
An isolated molecule of C8H12O2. Source: the OMol25 dataset; level of theory: ωB97M-V/def2-TZVPD.

```
! RIJCOSX wB97M-V def2-TZVPD def2/J DEFGRID3
* xyz 0 1
C 0.56947 2.76495 0.79231
C -0.24325 1.87456 0.26011
C -1.75105 2.33402 -0.01152
C 0.20274 0.54182 -0.18810
O 1.55380 0.44141 -0.49617
C 1.20537 -0.16033 0.72548
C 1.18966 -1.65714 0.78548
C 0.25807 -2.32966 -0.18172
C 0.49909 -2.64256 -1.44118
O 1.44343 -2.11738 -2.30387
H 0.02002 3.67336 1.16538
H 1.59558 2.45702 1.02403
H -1.79121 3.53298 0.07366
H -2.06683 1.97361 -0.98172
H -2.51806 1.92791 0.73584
H -0.56534 -0.03919 -0.65239
H 1.68766 0.30174 1.65124
H 0.74373 -1.97432 1.77166
H 2.15872 -2.16267 0.63076
H -0.67763 -2.65566 0.32252
H -0.21614 -3.26162 -2.05505
H 2.18737 -1.85069 -1.74091
*
```

Calculated values
* E_HOMO: -8.83 eV
* M: 140.2 g/mol
* orbital gap: 9.66 eV


A is the most stable structure; the next one sits 175.4 kJ/mol above it.